(1)
Entry from the Open Molecules 2025 dataset: a 6-piece molecular cluster, C27H38F15INO10 overall in a non-equilibrium geometry (ωB97M-V with the def2-TZVPD basis set).

The geometry in XYZ format:
```
92
Properties=species:S:1:pos:R:3
I 1.75 2.75 2.66
C 1.53 3.36 0.63
C 1.16 4.82 0.49
C -0.16 5.23 1.18
C -1.27 4.21 1.13
C -2.70 4.59 1.56
C -3.39 3.23 1.23
C -2.77 2.99 -0.10
N -1.63 3.56 -0.18
H 0.85 2.68 0.12
H 2.51 3.20 0.18
H 1.95 5.43 0.93
H 1.10 5.06 -0.57
H 0.03 5.39 2.24
H -0.52 6.18 0.78
H -0.98 3.36 1.75
H -2.81 5.00 2.55
H -3.06 5.26 0.77
H -3.03 2.45 1.92
H -4.47 3.23 1.22
H -3.25 2.45 -0.92
H -1.06 3.58 -1.02
C 0.69 -0.71 1.67
C 1.86 -1.36 0.97
O 2.07 -2.69 1.49
C 1.28 -3.62 0.99
O 0.46 -3.48 0.12
C 1.54 -4.97 1.70
F 1.60 -4.76 3.02
F 2.70 -5.50 1.29
F 0.57 -5.82 1.45
H 0.85 -0.70 2.75
H 0.56 0.32 1.34
H -0.23 -1.25 1.48
H 2.78 -0.82 1.16
H 1.71 -1.41 -0.11
C 8.46 -1.78 -0.74
C 7.28 -1.33 -1.57
O 6.26 -0.72 -0.74
C 6.46 0.53 -0.39
O 7.37 1.24 -0.68
C 5.27 1.02 0.46
F 4.94 0.13 1.41
F 4.19 1.20 -0.32
F 5.54 2.17 1.06
H 8.14 -2.46 0.05
H 9.18 -2.29 -1.37
H 8.96 -0.93 -0.27
H 6.79 -2.17 -2.04
H 7.58 -0.62 -2.35
C -5.60 -1.04 -2.46
C -6.66 -0.31 -3.25
O -7.62 0.33 -2.38
C -7.27 1.49 -1.87
O -6.25 2.09 -2.04
C -8.42 2.05 -1.00
F -8.90 1.11 -0.18
F -9.41 2.48 -1.78
F -7.98 3.07 -0.26
H -6.05 -1.75 -1.77
H -4.94 -1.58 -3.14
H -4.99 -0.34 -1.88
H -7.25 -1.01 -3.83
H -6.24 0.43 -3.93
C -0.77 -3.81 4.99
C -1.62 -3.43 3.80
O -2.69 -2.52 4.15
C -2.37 -1.25 4.23
O -1.30 -0.75 4.03
C -3.62 -0.41 4.57
F -4.32 -0.95 5.57
F -4.41 -0.35 3.49
F -3.28 0.82 4.90
H -1.39 -4.25 5.77
H -0.03 -4.54 4.68
H -0.26 -2.95 5.40
H -2.12 -4.30 3.39
H -1.03 -2.98 3.00
C 1.57 -3.04 -3.30
C 2.26 -1.72 -3.08
O 2.97 -1.27 -4.26
C 2.23 -0.67 -5.18
O 1.06 -0.43 -5.11
C 3.12 -0.24 -6.36
F 3.92 -1.23 -6.74
F 3.88 0.80 -5.99
F 2.37 0.12 -7.39
H 2.29 -3.80 -3.62
H 1.11 -3.38 -2.37
H 0.80 -2.97 -4.06
H 3.03 -1.80 -2.31
H 1.56 -0.94 -2.78
```

Summary:
* E_LUMO: -4.09 eV
* HOMO-LUMO gap: 8.3 eV
* net charge: +1
* E_HOMO: -12.34 eV
* relative energy (zero: lowest compared OMol25 entry of this formula, charge and spin): 0.00 kcal per mole

***

(2)
Entry from the Open Molecules 2025 dataset: C27H38GeN2O7S5SbTi as an isolated structure in a non-equilibrium geometry (ωB97M-V with the def2-TZVPD basis set).

The geometry in XYZ format:
```
82
Properties=species:S:1:pos:R:3
Ti -0.20 0.52 0.22
C 1.38 -2.33 2.53
C 1.31 -0.82 2.68
C 0.20 -0.40 3.64
C 2.64 -0.30 3.26
O 1.10 -0.23 1.37
Ge 2.71 -0.17 0.11
O 2.18 -1.45 -1.04
C 2.80 -2.59 -1.59
C 2.14 -3.86 -1.04
C 2.61 -2.52 -3.10
C 4.30 -2.61 -1.26
O 1.49 1.18 -0.69
C 1.84 2.05 -1.77
C 1.12 1.57 -3.04
C 3.35 2.00 -2.00
C 1.43 3.47 -1.41
H 1.40 -2.82 3.51
H 2.28 -2.61 1.97
H 0.51 -2.71 1.99
H 0.30 -0.95 4.57
H -0.77 -0.64 3.24
H 0.26 0.67 3.84
H 2.74 -0.66 4.29
H 2.64 0.79 3.27
H 3.49 -0.65 2.68
H 1.07 -3.86 -1.26
H 2.24 -3.91 0.04
H 2.59 -4.75 -1.49
H 1.54 -2.48 -3.33
H 3.04 -3.40 -3.59
H 3.09 -1.63 -3.50
H 4.43 -2.64 -0.17
H 4.78 -1.71 -1.65
H 4.78 -3.49 -1.69
H 1.34 0.52 -3.20
H 1.46 2.15 -3.90
H 0.05 1.70 -2.93
H 3.66 0.99 -2.28
H 3.88 2.29 -1.10
H 3.62 2.69 -2.80
H 0.36 3.52 -1.17
H 1.62 4.14 -2.25
H 1.98 3.82 -0.54
S -2.14 -3.27 4.01
Sb -2.81 -3.17 1.78
S -2.28 -0.49 1.19
S -2.50 -1.08 -0.77
S -1.26 -4.55 0.74
O -2.05 3.42 0.18
C -1.95 2.62 -0.89
O -1.30 1.51 -0.79
C -2.52 3.06 -2.09
C -2.56 2.18 -3.21
C -3.06 2.59 -4.41
C -3.54 3.92 -4.56
C -3.52 4.79 -3.45
C -3.04 4.38 -2.25
N -4.03 4.36 -5.79
O -4.46 5.52 -5.89
O -4.03 3.58 -6.75
H -2.22 1.16 -3.08
H -3.11 1.93 -5.26
H -3.90 5.79 -3.58
H -3.01 5.04 -1.39
S -1.98 4.11 2.72
C -1.76 2.78 1.48
N -0.46 2.27 1.56
C 0.39 3.15 2.18
C 1.78 3.08 2.20
C 2.51 4.04 2.90
C 1.89 5.07 3.59
C 0.50 5.15 3.58
C -0.23 4.21 2.88
H -2.53 2.03 1.63
H 2.28 2.29 1.67
H 3.60 3.98 2.90
H 2.48 5.81 4.12
H -0.02 5.94 4.12
C -0.71 -1.09 -1.04
H -0.53 -0.93 -2.11
H -0.36 -2.08 -0.74
```

Summary:
* E_LUMO (alpha / beta): 3.58 / 3.08 eV
* multiplicity: 2
* HOMO-LUMO gap (alpha / beta): 5.2 / 4.7 eV
* net charge: -2
* E_HOMO (alpha / beta): -1.59 / -1.59 eV

***

(3)
Entry from the Open Molecules 2025 dataset: C27H39BF6N6O2PS3Ti as an isolated structure in a non-equilibrium geometry (ωB97M-V with the def2-TZVPD basis set).

The geometry in XYZ format:
```
86
Properties=species:S:1:pos:R:3
Ti 0.68 -1.64 0.10
C 4.49 -0.80 -2.08
C 3.47 0.29 -2.02
C 3.32 1.23 -3.01
C 2.33 2.23 -2.92
N 1.54 2.30 -1.86
N 1.71 1.42 -0.87
B 0.80 1.83 0.34
N 1.58 2.40 1.53
N 2.43 3.39 1.54
C 2.98 3.68 2.72
C 2.64 2.92 3.87
C 1.73 1.88 3.86
C 1.32 1.11 5.07
C 1.22 1.66 2.58
S -0.13 0.76 1.83
C 3.97 4.82 2.79
C 4.20 5.44 1.41
C 3.37 5.88 3.74
C 5.29 4.29 3.36
N -0.39 2.71 -0.21
N -0.25 3.96 0.13
C -1.17 4.87 -0.29
C -2.24 4.45 -1.06
C -2.42 3.12 -1.42
C -3.59 2.67 -2.23
C -1.43 2.24 -0.95
S -1.67 0.56 -1.37
C -0.89 6.29 0.14
C -0.65 6.31 1.66
C 0.39 6.73 -0.60
C -2.05 7.22 -0.22
C 2.60 0.42 -0.92
S 2.68 -0.66 0.47
C 2.13 3.25 -4.02
C 0.95 4.17 -3.71
C 1.88 2.51 -5.34
C 3.43 4.08 -4.12
H 5.06 -0.73 -3.00
H 4.01 -1.78 -2.05
H 5.17 -0.74 -1.23
H 3.96 1.19 -3.88
H 3.12 3.19 4.81
H 2.05 1.23 5.86
H 1.21 0.05 4.84
H 0.36 1.49 5.43
H 3.28 5.85 0.98
H 4.62 4.73 0.70
H 4.91 6.26 1.52
H 2.42 6.27 3.37
H 4.07 6.71 3.81
H 3.23 5.50 4.75
H 5.73 3.52 2.72
H 5.19 3.90 4.37
H 6.00 5.12 3.41
H -2.97 5.18 -1.39
H -4.17 3.54 -2.53
H -4.25 2.02 -1.65
H -3.28 2.15 -3.14
H 0.21 5.71 1.95
H -1.53 5.97 2.22
H -0.45 7.34 1.95
H 1.24 6.09 -0.36
H 0.62 7.75 -0.27
H 0.24 6.75 -1.68
H -2.99 6.92 0.26
H -2.21 7.29 -1.30
H -1.82 8.22 0.14
H 0.01 3.62 -3.65
H 0.85 4.89 -4.52
H 1.10 4.73 -2.78
H 0.98 1.89 -5.30
H 2.72 1.88 -5.64
H 1.73 3.25 -6.13
H 3.64 4.61 -3.19
H 3.32 4.81 -4.92
H 4.29 3.46 -4.37
O -0.53 -0.27 -0.81
O 0.09 -0.80 1.75
F 1.01 -2.23 -1.49
P 0.00 -4.96 0.00
F -0.97 -3.82 -0.25
F -0.57 -5.94 -1.00
F -0.26 -5.55 1.35
F 1.45 -5.03 -0.38
F 0.83 -3.30 0.97
```

Summary:
* E_LUMO (alpha / beta): -12.96 / -14.71 eV
* multiplicity: 2
* HOMO-LUMO gap (alpha / beta): 7.6 / 5.8 eV
* net charge: +4
* E_HOMO (alpha / beta): -20.56 / -20.56 eV
* relative energy (zero: lowest compared OMol25 entry of this formula, charge and spin): 0.00 kcal per mole